Record 1
Computed, not measured: a single C22H30ClN3O3 molecule, with the ωB97M-V functional and the def2-TZVPD basis.

* energy relative to the best compared isomer or geometry (same formula, charge and spin): 6.6 kcal/mol
* E_tot: -1706.53482 hartree
* gap between HOMO and LUMO: 9.1 eV
* HOMO level: -8.421 eV

Cartesian coordinates (Å):
O -3.167 2.289 -3.606
C -2.095 1.756 -3.388
C -0.813 2.403 -3.827
C -0.522 2.501 -5.182
C 0.614 3.163 -5.610
C 1.454 3.745 -4.673
Cl 2.877 4.574 -5.201
C 1.168 3.675 -3.319
C 0.033 3.004 -2.901
N -1.985 0.567 -2.758
C -0.756 -0.138 -2.485
C -0.545 -0.272 -0.977
C -1.757 -0.984 -0.347
N -1.672 -1.239 1.079
C -1.329 -0.094 1.907
C -1.626 -0.408 3.372
C -0.900 -1.667 3.860
C 0.598 -1.426 4.021
O 1.184 -0.516 3.465
N 1.272 -2.276 4.838
C 0.789 -3.435 5.555
C 1.561 -4.676 5.082
O 2.947 -4.515 5.253
C 3.417 -3.388 4.545
C 2.706 -2.114 5.004
C -1.168 -2.801 2.861
C -0.827 -2.360 1.439
C -3.025 -0.193 -0.690
C -3.162 -0.071 -2.207
H -1.191 2.056 -5.902
H 0.845 3.235 -6.661
H 1.825 4.142 -2.602
H -0.200 2.956 -1.848
H 0.081 0.386 -2.949
H -0.826 -1.139 -2.932
H 0.369 -0.837 -0.785
H -0.433 0.720 -0.539
H -1.851 -1.970 -0.823
H -1.936 0.760 1.605
H -0.268 0.174 1.816
H -1.332 0.446 3.983
H -2.700 -0.568 3.487
H -1.312 -1.932 4.839
H 0.985 -3.287 6.625
H -0.276 -3.589 5.408
H 1.334 -4.866 4.021
H 1.279 -5.550 5.672
H 3.253 -3.529 3.466
H 4.487 -3.327 4.743
H 2.925 -1.933 6.063
H 3.022 -1.255 4.411
H -0.591 -3.693 3.112
H -2.229 -3.053 2.897
H -1.022 -3.187 0.751
H 0.246 -2.108 1.383
H -3.895 -0.700 -0.274
H -2.975 0.809 -0.263
H -4.024 0.542 -2.475
H -3.274 -1.065 -2.656

=====

Record 2
Computed, not measured: a molecular structure, C38H43BrCl3F10N2O2P2PbS2Si in a non-equilibrium geometry, with the ωB97M-V functional and the def2-TZVPD basis.

* energy relative to the best compared isomer or geometry (same formula, charge and spin): 33.2 kcal/mol
* E_tot: -8649.00352 hartree
* ⟨S²⟩: 0.764
* net charge: -2
* spin multiplicity: 2
* gap between HOMO and LUMO (alpha / beta): 4.9 / 1.4 eV
* HOMO level (alpha / beta): -1.628 / -1.627 eV

Cartesian coordinates (Å):
Pb 1.035 0.224 0.897
C 3.776 1.406 -3.031
C 2.617 2.383 -3.247
C 2.125 2.864 -1.880
C 1.427 1.849 -4.021
C 0.905 2.626 -5.045
C -0.225 2.250 -5.750
C -0.886 1.087 -5.396
C -0.408 0.271 -4.383
C -1.232 -0.923 -3.927
C -1.091 -2.106 -4.894
C -2.711 -0.560 -3.751
C 0.787 0.629 -3.708
N 1.231 -0.126 -2.642
C 1.718 -1.357 -2.756
C 2.317 -1.866 -3.941
C 2.969 -3.078 -3.951
C 3.029 -3.860 -2.798
C 2.408 -3.421 -1.632
C 1.770 -2.208 -1.625
F 1.108 -1.833 -0.529
H 4.614 1.933 -2.573
H 4.115 0.964 -3.973
H 3.491 0.611 -2.346
H 3.011 3.232 -3.816
H 1.705 1.986 -1.390
H 1.365 3.643 -1.959
H 2.957 3.228 -1.275
H 1.402 3.558 -5.292
H -0.611 2.879 -6.541
H -1.810 0.823 -5.897
H -0.857 -1.237 -2.952
H -1.332 -1.793 -5.913
H -1.777 -2.908 -4.609
H -0.077 -2.506 -4.885
H -3.220 -0.474 -4.713
H -2.830 0.381 -3.210
H -3.219 -1.341 -3.181
H 2.289 -1.240 -4.824
H 3.450 -3.421 -4.859
H 3.557 -4.804 -2.803
H 2.422 -4.014 -0.727
Br -4.530 -0.709 3.262
C -3.433 -0.937 1.744
C -3.906 -1.592 0.623
C -3.031 -1.766 -0.436
C -1.738 -1.287 -0.326
N -1.305 -0.637 0.751
C -2.139 -0.455 1.775
H -4.926 -1.945 0.578
H -3.354 -2.252 -1.345
H -1.019 -1.425 -1.126
H -1.751 0.075 2.634
Cl -0.289 -3.205 2.548
Si 1.498 -2.024 2.348
Cl 2.066 -1.937 4.339
Cl 2.764 -3.478 1.555
F 3.956 0.124 0.259
P 4.626 1.066 1.410
F 3.338 2.063 1.316
F 5.886 0.064 1.501
F 3.841 0.199 2.539
F 5.266 2.007 2.553
F 5.371 1.927 0.258
F -3.417 5.517 7.790
C -2.063 5.463 7.736
F -1.657 6.736 7.510
F -1.645 5.142 8.978
C -1.572 4.521 6.689
C -1.885 4.790 5.360
C -1.420 3.956 4.364
C -0.628 2.844 4.678
C -0.347 2.572 6.021
C -0.814 3.407 7.020
C -0.118 2.014 3.638
C 0.321 1.332 2.734
H -2.491 5.654 5.118
H -1.657 4.151 3.326
H 0.244 1.701 6.265
H -0.592 3.195 8.057
C -2.299 4.362 -3.206
C -3.424 4.871 -2.323
C -3.902 6.254 -2.735
O -4.546 3.989 -2.422
P -4.848 2.916 -1.248
S -6.576 2.091 -1.711
S -3.289 1.742 -0.873
O -5.033 3.976 -0.017
C -4.500 3.769 1.291
C -5.252 2.667 2.017
C -4.616 5.106 2.008
H -1.453 5.053 -3.191
H -2.662 4.258 -4.230
H -1.962 3.385 -2.862
H -3.083 4.913 -1.283
H -4.269 6.232 -3.763
H -3.082 6.971 -2.663
H -4.715 6.573 -2.082
H -3.450 3.475 1.199
H -6.301 2.943 2.149
H -4.801 2.478 2.993
H -5.207 1.756 1.420
H -5.661 5.421 2.016
H -4.027 5.867 1.495
H -4.268 5.012 3.039

=====

Record 3
Computed, not measured: a gas-phase ion, C4H6N2 (charge -1) in a non-equilibrium geometry, with the ωB97M-V functional and the def2-TZVPD basis.

* energy relative to the best compared isomer or geometry (same formula, charge and spin): 27.8 kcal/mol
* E_tot: -265.43980 hartree
* ⟨S²⟩: 0.751
* net charge: -1
* spin multiplicity: 2
* gap between HOMO and LUMO (alpha / beta): 3.1 / 9.0 eV
* HOMO level (alpha / beta): 1.245 / -4.442 eV

Cartesian coordinates (Å):
C -0.726 0.516 1.563
C 0.018 -0.203 0.415
C -0.564 -1.100 -0.518
N -0.076 -0.919 -1.822
C 0.897 -0.041 -1.679
N 0.978 0.358 -0.358
H -1.432 -0.190 1.929
H -1.157 1.438 1.253
H 0.077 0.769 2.242
H -1.360 -1.960 -0.501
H 1.853 0.076 -2.296
H 1.492 1.256 -0.229

=====

Record 4
Computed, not measured: 6 unconnected molecules or ions with the total composition C6H24N4O6 in a non-equilibrium geometry, with the ωB97M-V functional and the def2-TZVPD basis.

* energy relative to the best compared isomer or geometry (same formula, charge and spin): 0.0 kcal/mol
* E_tot: -913.10267 hartree
* ⟨S²⟩: 0.754
* net charge: +1
* spin multiplicity: 2
* gap between HOMO and LUMO (alpha / beta): 9.8 / 3.9 eV
* HOMO level (alpha / beta): -12.454 / -12.454 eV

Cartesian coordinates (Å):
C 3.099 0.397 -1.054
O 3.159 0.618 0.275
H 4.087 0.211 -1.475
H 2.464 -0.462 -1.268
H 2.607 1.237 -1.545
H 3.580 -0.177 0.610
C -1.168 -0.052 0.520
O -0.199 -0.153 -0.539
H -2.165 0.185 0.150
H -1.387 -0.989 1.032
H -0.886 0.740 1.214
H 0.108 0.705 -0.840
C -1.489 -4.469 2.397
O -0.732 -5.656 2.425
H -1.847 -4.304 3.413
H -0.967 -3.540 2.167
H -2.371 -4.490 1.756
H -1.312 -6.419 2.462
C -0.788 3.523 2.331
O -0.566 3.160 3.689
H -1.752 3.163 1.973
H -0.847 4.608 2.239
H -0.052 3.225 1.585
H -0.044 2.355 3.700
C 0.525 3.407 -1.796
O 0.680 2.484 -1.096
N 1.162 3.676 -2.942
N -0.318 4.374 -1.549
H 1.942 3.077 -3.176
H 1.103 4.590 -3.367
H -0.788 4.380 -0.655
H -0.333 5.090 -2.260
C -0.503 -3.602 -1.360
O -0.375 -4.856 -1.496
N 0.406 -2.739 -0.987
N -1.639 -2.992 -1.571
H 0.337 -1.731 -0.995
H 1.311 -3.080 -0.696
H -1.539 -1.987 -1.593
H -2.501 -3.506 -1.677

=====

Record 5
Computed, not measured: a molecular structure, C21H31Br2Cl3GeNO4PdSi in a non-equilibrium geometry, with the ωB97M-V functional and the def2-TZVPD basis.

* energy relative to the best compared isomer or geometry (same formula, charge and spin): 0.0 kcal/mol
* E_tot: -10196.88623 hartree
* ⟨S²⟩: 8.802
* net charge: +2
* spin multiplicity: 6
* gap between HOMO and LUMO (alpha / beta): 7.5 / 5.6 eV
* HOMO level (alpha / beta): -14.160 / -15.244 eV

Cartesian coordinates (Å):
Pd 0.056 -0.185 0.791
C 3.164 -1.352 -1.359
C 2.116 -0.369 -1.882
C 2.843 0.649 -2.767
C 0.945 -0.986 -2.605
O 1.647 0.329 -0.701
Ge 1.032 2.191 -0.719
O -0.812 1.586 -0.854
C -1.898 2.330 -1.432
C -1.539 2.639 -2.889
C -3.136 1.420 -1.410
C -2.128 3.587 -0.602
O 0.898 1.945 1.212
C 2.067 2.309 2.020
C 1.470 2.775 3.342
C 2.951 1.082 2.185
C 2.805 3.484 1.370
H 3.547 -1.913 -2.239
H 3.999 -0.798 -0.906
H 2.722 -2.051 -0.620
H 3.333 0.114 -3.599
H 2.151 1.405 -3.168
H 3.654 1.177 -2.223
H 1.296 -1.314 -3.615
H 0.584 -1.868 -2.045
H 0.135 -0.240 -2.767
H -1.330 1.713 -3.447
H -2.389 3.129 -3.396
H -0.670 3.300 -2.965
H -2.898 0.435 -1.864
H -3.527 1.300 -0.375
H -3.921 1.916 -2.009
H -1.248 4.243 -0.653
H -3.023 4.127 -0.953
H -2.269 3.329 0.464
H 0.969 1.936 3.872
H 2.320 3.141 3.953
H 0.818 3.641 3.146
H 2.454 0.324 2.799
H 3.229 0.657 1.216
H 3.895 1.417 2.674
H 2.118 4.311 1.144
H 3.567 3.847 2.089
H 3.318 3.157 0.472
Br 2.082 -4.943 0.218
C 0.279 -4.523 0.189
C -0.674 -5.520 0.191
C -2.043 -5.246 0.268
Br -3.208 -6.752 0.261
C -2.474 -3.906 0.325
C -3.813 -3.542 0.489
C -4.139 -2.211 0.642
C -3.114 -1.236 0.654
N -1.838 -1.530 0.390
C -1.511 -2.837 0.286
C -0.096 -3.138 0.259
O 0.780 -2.239 0.401
H -0.361 -6.551 0.158
H -4.555 -4.348 0.523
H -5.177 -1.888 0.716
H -3.336 -0.199 0.881
Cl 0.489 -0.427 5.074
Si -0.065 -0.777 3.069
Cl -0.937 -2.687 3.436
Cl -1.602 0.632 2.885

=====

Record 6
Computed, not measured: a molecular structure, C2H12BrN4O4Pt in a non-equilibrium geometry, with the ωB97M-V functional and the def2-TZVPD basis.

* E_tot: -3296.37256 hartree
* ⟨S²⟩: 2.008
* net charge: +1
* spin multiplicity: 3
* gap between HOMO and LUMO (alpha / beta): 5.6 / 3.7 eV
* HOMO level (alpha / beta): -12.478 / -12.473 eV

Cartesian coordinates (Å):
Pt -0.382 -20.094 -15.525
Br 0.127 -18.747 -13.402
C 2.678 -21.379 -14.905
O 1.742 -21.062 -15.577
N 3.003 -20.865 -13.736
N 3.571 -22.203 -15.303
H 3.987 -20.833 -13.511
H 2.423 -20.116 -13.388
H 3.427 -22.545 -16.242
H 4.364 -22.398 -14.708
C 3.460 -16.373 -13.644
O 4.589 -16.054 -13.964
N 2.379 -16.070 -14.277
N 3.147 -17.099 -12.590
H 2.501 -15.224 -14.815
H 1.503 -16.531 -14.078
H 3.797 -17.253 -11.832
H 2.177 -17.372 -12.533
O 0.549 -20.329 -10.515
H 0.879 -19.526 -10.111
H 0.349 -20.080 -11.417
O -1.603 -16.904 -15.910
H -1.301 -16.226 -16.515
H -1.011 -16.836 -15.160

=====

Record 7
Computed, not measured: a gas-phase ion, C5H13N2 (charge +1) in a non-equilibrium geometry, with the ωB97M-V functional and the def2-TZVPD basis.

* energy relative to the best compared isomer or geometry (same formula, charge and spin): 55.9 kcal/mol
* E_tot: -307.53249 hartree
* net charge: +1
* gap between HOMO and LUMO: 10.0 eV
* HOMO level: -13.382 eV

Cartesian coordinates (Å):
C -0.753 1.419 2.853
C -0.997 1.052 1.597
C -0.815 -0.192 0.799
C 0.132 0.014 -0.378
N 1.551 -0.430 0.059
C -0.343 -0.673 -1.721
N 0.753 -0.491 -2.652
H -0.206 0.744 3.491
H -1.167 2.302 3.338
H -1.602 1.777 1.047
H -1.849 -0.418 0.408
H -0.480 -1.137 1.351
H 0.205 1.077 -0.614
H 2.243 0.351 0.012
H 1.549 -0.749 1.034
H 1.892 -1.264 -0.403
H -1.332 -0.302 -2.068
H -0.544 -1.751 -1.659
H 0.549 0.003 -3.514
H 1.215 -1.332 -2.979

=====

Record 8
Computed, not measured: a single C4H6N2O molecule, with the ωB97M-V functional and the def2-TZVPD basis.

* energy relative to the best compared isomer or geometry (same formula, charge and spin): 29.7 kcal/mol
* E_tot: -340.74756 hartree
* gap between HOMO and LUMO: 9.5 eV
* HOMO level: -8.651 eV

Cartesian coordinates (Å):
C 0.547 1.012 1.744
O 1.150 0.818 0.465
C 0.457 -0.057 -0.301
C 0.516 -1.409 -0.483
N -0.480 -1.812 -1.348
C -1.123 -0.722 -1.678
N -0.603 0.381 -1.066
H 0.866 0.229 2.443
H -0.545 1.001 1.651
H 0.870 1.987 2.108
H 1.222 -2.107 -0.052
H -1.983 -0.665 -2.334
H -0.895 1.343 -1.150

=====

Q: What is the E_tot in the eighth record?
A: -340.74756 hartree

=====

Q: Which value of E_tot does entry 7 give?
A: -307.53249 hartree